# 1
The following is a quantum chemistry calculation of a structure of composition C51H121F2N8O16S2V in a non-equilibrium geometry, from the OMol25 dataset.

Structure (XYZ):
```
201
Properties=species:S:1:pos:R:3
O 13.374 4.582 -22.473
V 12.624 3.601 -23.457
O 13.386 3.494 -24.843
N 9.646 1.278 -22.798
S 8.764 1.118 -21.578
O 9.115 0.252 -20.490
O 7.474 1.707 -21.564
F 9.396 2.489 -21.035
S 8.929 -0.131 -23.404
O 7.530 0.050 -23.774
O 9.413 -1.408 -22.991
F 9.557 0.066 -24.863
C 0.843 2.938 -17.292
C 1.017 1.539 -17.864
C 2.544 1.070 -17.897
C 3.121 0.523 -16.611
C 2.195 -0.607 -16.173
C 0.667 -0.198 -15.981
N 0.219 0.522 -17.187
O -1.158 0.837 -17.102
C -0.131 -1.489 -15.703
C 0.693 0.730 -14.718
C 0.632 1.652 -19.386
H -0.198 3.261 -17.275
H 1.554 3.657 -17.698
H 1.295 3.015 -16.303
H 2.769 0.380 -18.710
H 3.143 1.953 -18.120
H 3.386 1.323 -15.920
H 4.116 0.106 -16.765
H 2.609 -1.036 -15.260
H 2.264 -1.412 -16.904
H -1.084 -1.453 -15.175
H -0.367 -2.109 -16.567
H 0.477 -2.139 -15.074
H 0.990 0.234 -13.794
H 1.377 1.570 -14.838
H -0.311 1.138 -14.601
H -0.242 2.272 -19.586
H 0.590 0.686 -19.889
H 1.412 2.198 -19.916
H -1.488 0.126 -17.655
C 0.849 -6.262 -22.171
C 0.311 -5.166 -23.126
C 1.375 -4.094 -23.547
C 2.372 -4.693 -24.507
C 1.639 -5.162 -25.744
C 0.522 -6.137 -25.455
N -0.251 -5.812 -24.381
O -1.354 -6.681 -24.095
C -0.459 -6.087 -26.646
C 1.171 -7.560 -25.300
C -0.968 -4.469 -22.443
H 0.015 -6.905 -21.891
H 1.326 -5.864 -21.276
H 1.679 -6.841 -22.575
H 0.982 -3.345 -24.235
H 1.808 -3.604 -22.675
H 2.775 -5.564 -23.990
H 3.260 -4.157 -24.841
H 2.338 -5.681 -26.400
H 1.208 -4.325 -26.293
H -1.163 -6.919 -26.623
H -1.012 -5.152 -26.731
H 0.147 -6.284 -27.530
H 0.633 -8.226 -24.625
H 1.173 -8.012 -26.292
H 2.167 -7.450 -24.872
H -1.237 -3.586 -23.022
H -0.727 -4.287 -21.395
H -1.911 -5.013 -22.404
H -2.093 -6.328 -24.596
C 7.606 -1.250 -34.259
C 6.388 -1.688 -33.339
C 6.838 -3.068 -32.506
C 5.926 -3.302 -31.267
C 6.084 -2.033 -30.448
C 5.633 -0.699 -31.099
N 6.224 -0.560 -32.375
O 5.736 0.583 -33.037
C 4.072 -0.772 -31.212
C 5.917 0.320 -30.107
C 5.207 -1.991 -34.227
H 8.140 -2.072 -34.737
H 8.377 -0.839 -33.607
H 7.185 -0.526 -34.956
H 6.713 -3.961 -33.117
H 7.892 -2.987 -32.240
H 6.188 -4.275 -30.853
H 4.869 -3.367 -31.525
H 7.121 -2.021 -30.112
H 5.493 -2.127 -29.536
H 3.617 -0.869 -30.226
H 3.677 0.077 -31.769
H 3.689 -1.704 -31.627
H 6.078 1.354 -30.413
H 5.095 0.373 -29.393
H 6.775 0.157 -29.454
H 4.957 -1.151 -34.875
H 4.290 -2.238 -33.691
H 5.468 -2.664 -35.044
H 4.863 0.295 -33.315
C 14.238 4.888 -11.474
C 14.184 3.891 -12.535
C 14.061 2.509 -11.919
C 12.617 2.054 -11.529
C 11.656 2.252 -12.688
C 11.674 3.675 -13.234
N 13.074 4.107 -13.543
O 13.152 5.371 -14.121
C 10.825 3.539 -14.482
C 11.047 4.686 -12.273
C 15.466 3.788 -13.509
H 15.049 4.802 -10.752
H 13.326 4.974 -10.882
H 14.395 5.897 -11.853
H 14.392 1.701 -12.572
H 14.621 2.314 -11.004
H 12.219 2.667 -10.720
H 12.435 1.045 -11.157
H 10.651 1.972 -12.374
H 11.994 1.526 -13.428
H 9.925 2.949 -14.309
H 10.623 4.548 -14.841
H 11.414 3.004 -15.227
H 11.372 4.481 -11.253
H 11.317 5.737 -12.376
H 9.964 4.579 -12.218
H 16.290 3.362 -12.936
H 15.689 4.783 -13.893
H 15.385 3.073 -14.328
H 12.852 5.984 -13.446
C 4.735 5.602 -23.719
O 4.024 6.576 -24.557
H 4.268 4.640 -23.931
H 5.806 5.538 -23.911
H 4.557 5.872 -22.678
H 3.198 6.130 -24.756
C 14.207 0.975 -19.399
O 13.970 0.946 -20.832
H 15.060 0.363 -19.105
H 14.359 2.021 -19.135
H 13.276 0.595 -18.977
H 14.360 0.156 -21.212
C 11.837 0.595 -30.536
O 12.641 1.092 -31.596
H 11.703 1.488 -29.925
H 10.908 0.129 -30.863
H 12.384 -0.094 -29.893
H 12.226 1.881 -31.953
C 10.942 9.854 -19.298
C 9.635 9.161 -19.916
C 8.960 9.845 -21.142
O 7.550 9.500 -21.330
C 6.940 10.366 -22.279
N 10.216 7.899 -20.389
H 11.618 9.217 -18.728
H 10.749 10.742 -18.696
H 11.536 10.232 -20.130
H 8.892 9.006 -19.134
H 9.589 9.762 -22.029
H 8.983 10.902 -20.880
H 6.892 11.438 -22.088
H 5.956 9.925 -22.438
H 7.361 10.264 -23.278
H 9.492 7.207 -20.263
H 10.889 7.586 -19.704
C 9.099 6.037 -27.606
C 10.026 7.148 -27.151
C 9.592 8.502 -27.630
O 10.643 9.403 -27.314
C 10.527 10.619 -28.065
N 10.385 7.053 -25.757
H 8.103 6.049 -27.164
H 9.524 5.138 -27.159
H 8.949 5.863 -28.672
H 11.050 6.958 -27.474
H 8.647 8.793 -27.171
H 9.371 8.366 -28.689
H 9.504 10.875 -28.341
H 11.184 10.464 -28.921
H 10.887 11.470 -27.487
H 10.817 7.951 -25.595
H 9.538 7.161 -25.217
C 7.470 -5.048 -20.416
C 7.569 -6.603 -20.471
C 8.440 -7.212 -21.548
O 7.795 -6.772 -22.814
C 8.345 -7.283 -23.990
N 7.980 -7.092 -19.198
H 6.869 -4.726 -19.565
H 6.988 -4.681 -21.322
H 8.466 -4.607 -20.384
H 6.596 -7.086 -20.557
H 8.271 -8.289 -21.512
H 9.518 -7.058 -21.487
H 9.357 -6.902 -24.128
H 7.729 -6.863 -24.786
H 8.245 -8.367 -23.937
H 8.164 -8.078 -19.313
H 7.118 -7.239 -18.694
```

HOMO-LUMO gap = 0.093 Ha
HOMO = -7.6 eV
Total energy = -152301.831 eV

***

# 2
The following is a quantum chemistry calculation of an isolated molecule of C10H18O2Si in a non-equilibrium geometry, from the OMol25 dataset.

Structure (XYZ):
```
31
Properties=species:S:1:pos:R:3
C -3.354 0.884 0.042
C -1.533 1.219 1.308
C -0.061 1.211 1.244
C 0.693 0.175 0.530
C 0.684 1.590 -0.029
C 0.035 1.819 -1.334
C 1.899 2.445 0.273
C 2.156 -2.281 -0.696
C -0.804 -1.822 -1.535
C -0.104 -2.304 1.492
O -4.189 0.558 -0.789
O -2.171 0.473 0.239
Si 0.499 -1.555 -0.111
H -1.911 0.753 2.252
H -1.864 2.285 1.511
H 0.383 1.468 2.288
H -0.927 1.416 -1.520
H 0.747 1.430 -2.071
H -0.196 2.863 -1.491
H 2.562 1.826 0.764
H 1.662 3.334 0.873
H 2.321 2.801 -0.660
H 3.006 -2.359 0.037
H 1.932 -3.323 -0.956
H 2.370 -1.770 -1.676
H -1.722 -2.296 -1.200
H -1.156 -0.888 -1.798
H -0.285 -2.497 -2.208
H 0.776 -2.722 1.983
H -0.690 -1.533 1.859
H -0.759 -3.197 1.381
```

HOMO-LUMO gap (spin up / spin down) = 0.290 / 0.307 Ha
Energy above the lowest of the compared OMol25 structures with the same formula, charge and spin = 84.4 kcal/mol
HOMO (spin up / spin down) = -8.3 / -8.7 eV
Total energy = -22629.652 eV

***

Q: Which value of total energy does entry 1 give?
A: -152301.831 eV